Entry from OMol25: the molecule H6O6Si5 at a distorted geometry (wB97M-V/def2-TZVPD).

## Properties
HOMO level (spin up / spin down) (hartree): -0.2853 / -0.2673
Frontier orbital gap (spin up / spin down) (eV): 5.925 / 4.915

Geometry (Å):
O  -4.61643  2.05111  0.40834
O  1.51276  3.68991  -0.26040
O  3.17360  -0.40055  0.41953
O  -1.63961  -2.04328  0.39489
O  0.31461  -1.75531  -1.38673
O  0.81474  -1.00042  0.94923
Si  -3.57023  0.68170  0.16629
Si  1.16320  2.00256  -0.02327
Si  3.34713  1.26452  0.08988
Si  -1.34074  1.19004  0.04098
Si  -0.50569  -0.96024  -0.05585
H  -4.29308  2.92141  0.14532
H  0.73092  4.25316  -0.54734
H  2.26616  -0.80237  0.37118
H  -1.51907  -2.94586  0.35196
H  -0.40233  -2.00918  -1.94352
H  0.68195  -0.63339  1.89465

natural (NBO) population analysis, charges in e, atoms 1 to 2: O -1.13; O -1.11



Entry from OMol25: a cluster of 3 separate species, H7O3 in total at a distorted geometry (wB97M-V/def2-TZVPD).

## Properties
HOMO level (spin up / spin down) (hartree): -0.1103 / -0.4552
⟨S²⟩: 0.751
2S+1: 2
Frontier orbital gap (spin up / spin down) (eV): 2.973 / 12.285

Geometry (Å):
O  0.01407  1.26495  2.03346
H  0.03494  1.18012  3.01414
H  -0.20221  2.16943  1.79004
O  0.09797  -0.82846  -2.14762
H  0.78959  -0.75723  -2.84317
H  -0.66696  -1.09766  -2.73499
O  0.00374  -0.39588  0.20964
H  0.13332  -0.45797  -0.88483
H  -0.02862  -1.32192  0.51995
H  -0.17584  0.24462  1.04337

natural (NBO) population analysis, charges in e, atoms 1 to 2: O -0.98; H 0.50



Entry from OMol25: a structure of composition H7O3 at a distorted geometry (wB97M-V/def2-TZVPD).

## Properties
HOMO level (hartree): -0.5755
Net charge: +1
Frontier orbital gap (eV): 11.785

Geometry (Å):
O  2.21934  -0.02176  0.19397
H  2.98893  -0.17309  -0.34066
H  2.45665  0.43175  0.99119
O  -2.29015  0.68720  0.60775
H  -2.55082  0.93340  -0.26656
H  -3.15141  0.60119  1.06336
O  0.07713  -0.61485  -0.65880
H  -0.32941  -0.84097  -1.50097
H  -0.61118  -0.70564  0.03139
H  1.19092  -0.29723  -0.12067

natural (NBO) population analysis, charges in e, atoms 1 to 2: O -0.83; H 0.55



Entry from OMol25: a cluster of 40 separate species, H80O40 in total at a distorted geometry (wB97M-V/def2-TZVPD).

## Properties
HOMO level (hartree): -0.3604
Frontier orbital gap (eV): 9.110

Geometry (Å):
H  -0.29672  5.80625  0.22991
H  0.32113  4.40256  0.95354
O  -0.24088  4.87058  0.34664
H  -0.04244  -5.88228  -0.68985
H  -1.48692  -5.01966  -0.56546
O  -0.92941  -5.80377  -0.41612
H  1.30757  1.63155  -4.70738
H  2.52680  1.94798  -3.83596
O  1.57149  1.83057  -3.74818
H  -3.09062  4.43046  -2.59699
H  -4.30117  3.88771  -3.45196
O  -3.91104  3.95136  -2.60792
H  1.80183  -3.17016  -1.13464
H  0.56474  -3.80313  -0.27757
O  1.43361  -3.46483  -0.23818
H  -1.56540  1.25052  4.29201
O  -1.60135  0.35257  4.61324
H  -1.94937  -0.12037  0.34449
O  -1.38230  -0.84742  -0.09196
H  0.67852  -2.62031  4.49178
H  1.27673  -3.04868  5.79371
O  0.36857  -2.82250  5.46411
H  4.04307  3.35188  3.23989
H  4.00553  2.76317  4.74969
O  4.31669  2.62948  3.83636
H  -3.51485  -0.77113  -2.31300
H  -3.62422  -2.06816  -2.89188
O  -2.93582  -1.40187  -2.76771
H  -2.33906  -1.79502  2.64583
H  -3.01735  -0.31258  2.43090
O  -2.65011  -1.16295  1.99470
H  1.32763  -0.59665  3.63534
O  1.18581  -1.39867  3.08311
H  0.62788  4.87212  4.02749
H  0.05565  3.55041  4.65288
O  0.65714  3.94530  4.05660
H  4.61349  -3.89028  -0.65802
H  3.88709  -4.69067  0.57365
O  4.26982  -4.73747  -0.31393
H  1.85192  1.91245  3.07134
H  0.88181  1.86315  1.91101
O  1.65936  1.33638  2.26778
H  2.99593  -2.82145  3.42120
H  3.20140  -3.08709  2.04337
O  3.28457  -3.54163  2.85842
H  -6.12473  -1.70911  1.71334
H  -4.81700  -2.15332  1.50656
O  -5.27467  -1.30915  1.51616
H  4.63141  2.53541  -1.22392
H  3.21478  2.14355  -1.00805
O  4.16814  1.78117  -0.84135
H  -1.41330  1.85197  -4.01751
O  -1.58871  2.19658  -4.87668
H  -1.81662  -3.96029  3.52722
H  -1.52058  -3.91868  1.90451
O  -1.76773  -3.45244  2.75808
H  5.66391  -1.47535  -3.62695
O  4.71209  -1.47957  -3.45061
H  -1.30669  4.20928  -2.19850
H  -0.30941  3.18332  -2.20691
O  -0.65016  3.88276  -2.78346
H  2.63494  2.72301  1.47351
H  3.23093  3.53943  0.21679
O  2.97415  3.52610  1.13520
H  -5.17337  0.07742  0.21105
H  -5.81622  0.76834  0.99638
O  -6.08148  0.51448  0.07901
H  -1.02926  -2.87778  -0.82428
H  -1.68023  -2.74581  -2.24956
O  -1.59214  -3.33677  -1.47341
H  -3.18443  -3.14792  4.38341
H  -3.84818  -2.10845  5.13812
O  -4.09641  -2.83381  4.56622
H  2.20763  -0.73592  -4.47245
H  3.34691  -0.90627  -5.38544
O  2.69708  -0.22478  -5.15428
H  -0.78038  1.06748  1.99217
H  -1.35134  2.45719  1.00415
O  -1.18787  1.95197  1.81976
H  -2.66157  3.69636  -0.16511
H  -1.18625  3.62040  -0.01914
O  -1.88796  3.11961  -0.43361
H  0.33356  0.59621  -1.26045
H  1.76778  0.00206  -1.51947
O  1.21078  0.57911  -0.89728
H  -4.78716  -1.97457  -0.86162
H  -3.49492  -2.53596  -0.21741
O  -4.29305  -2.75008  -0.66355
H  -4.19004  2.13576  0.88877
O  -4.15811  3.04547  1.04160
H  -3.61757  2.22328  -1.74362
H  -4.87249  1.87203  -0.82636
O  -4.01079  1.54576  -1.13653
H  -1.52483  3.15663  -4.96206
H  -0.68917  0.42589  4.94796
H  4.57226  -0.54782  -3.64146
H  -1.10161  -1.39500  0.68049
H  1.75855  -1.21610  2.31369
H  -4.53940  3.07879  1.93145
O  1.92472  4.05404  -1.78681
H  1.14896  3.42822  -2.02411
H  1.52149  4.85657  -2.04645
O  -1.18474  -0.12735  -5.78081
H  -1.35668  0.66587  -6.23955
H  -0.20282  -0.43650  -5.82302
O  0.55000  -1.26924  -3.98898
H  -0.10141  -0.55568  -3.96360
H  0.25300  -2.16496  -4.16118
O  5.47411  0.07596  1.97925
H  5.81608  -0.08579  1.09306
H  5.25067  1.01485  2.00999
O  5.40955  -2.71545  1.65470
H  5.10637  -1.93161  1.25242
H  5.03745  -2.74860  2.55644
O  3.19119  -0.90123  0.88653
H  2.85800  0.00810  0.62693
H  3.10413  -1.40655  0.10220
O  0.58260  -3.47790  -2.58955
H  0.19513  -2.67107  -2.78667
H  -0.11362  -4.03128  -2.29764

Löwdin population analysis, charges in e, atoms 1 to 2: H 0.08; H 0.05



Entry from OMol25: a cluster of 40 separate species, H80O40 in total at a distorted geometry (wB97M-V/def2-TZVPD).

## Properties
HOMO level (hartree): -0.3769
Frontier orbital gap (eV): 9.924

Geometry (Å):
H  1.00133  3.55259  4.07807
H  0.41164  2.39377  4.21339
O  0.35829  3.16854  3.65279
H  -3.08278  3.24578  3.42368
H  -1.80874  3.27599  2.87208
O  -2.51591  2.64926  3.04502
H  -4.03704  -2.27601  -3.46854
H  -3.84670  -3.56376  -4.29144
O  -4.41970  -2.71963  -4.20465
H  3.36577  -3.20393  3.27593
H  1.78169  -3.89732  2.99575
O  2.54020  -3.55073  2.90056
H  2.54608  -0.56675  1.92963
H  1.63691  -0.12568  2.99784
O  2.71082  -0.04534  2.73895
H  0.11420  -0.02397  1.93287
O  -0.54767  -0.53800  2.40997
H  3.40963  -4.00250  -0.63115
O  3.71680  -3.10938  -0.47176
H  1.50709  -5.72508  -3.63681
H  0.75280  -4.43061  -3.16211
O  0.94371  -5.31331  -2.95506
H  -4.43146  -2.13240  2.87004
H  -3.09102  -3.13222  2.91452
O  -4.11000  -3.12225  3.10869
H  0.89166  1.17156  6.64008
H  -0.25153  0.74334  5.90125
O  0.74600  0.62988  5.82776
H  3.94944  0.27750  4.09105
H  3.76623  1.60398  3.37705
O  4.45845  1.10437  3.80557
H  5.15445  -0.82825  4.21763
O  5.08817  -1.53677  3.54030
H  -5.57240  -2.51270  -1.46571
H  -5.19374  -1.96329  -0.05258
O  -5.59619  -1.64345  -0.95479
H  -1.07743  -0.04438  3.80215
H  -2.25062  0.69379  4.00886
O  -1.66247  0.02966  4.59892
H  1.46450  2.06797  -5.88940
H  0.78849  2.81691  -4.69773
O  1.56825  2.32904  -5.05422
H  -5.38104  2.27938  -0.06206
H  -4.99908  2.44232  -1.41532
O  -5.41143  2.94767  -0.71688
H  1.15651  3.44352  0.05318
H  -0.28432  2.64203  0.24632
O  0.64997  2.48641  0.08109
H  -1.99263  0.44050  -1.24472
H  -1.81095  -0.70147  -0.21181
O  -1.71746  0.27982  -0.39467
H  -2.76506  -1.11013  -3.21835
O  -2.93698  -0.80567  -2.28973
H  1.17906  -5.84523  1.60700
H  2.18200  -6.23996  2.47854
O  1.25908  -5.77221  2.59654
H  3.63111  0.78613  -4.87573
O  3.64800  -0.11013  -5.26259
H  -3.25847  2.74284  0.86224
H  -3.92236  3.70566  0.05460
O  -3.00188  3.41987  0.28679
H  -3.15975  -2.77569  1.42996
H  -2.75444  -1.13101  1.52812
O  -2.57294  -2.01525  1.03304
H  -4.09178  1.19967  -4.40993
H  -3.33142  2.43869  -3.91222
O  -3.82273  1.63919  -3.53915
H  -0.07300  3.08783  -3.46406
H  0.32830  3.11156  -2.14777
O  -0.14079  2.49790  -2.63685
H  -2.57108  0.74751  1.07351
H  -4.23809  0.63227  0.96222
O  -3.45887  0.46942  1.57181
H  -1.55064  3.49773  -2.83053
H  -2.08685  4.77945  -2.02520
O  -1.71028  4.38486  -2.85272
H  2.46129  4.64827  -3.03016
H  2.34635  4.10186  -1.59798
O  2.00998  4.37907  -2.36237
H  5.09275  3.17017  -2.60250
H  5.04134  2.01116  -1.62672
O  4.54013  2.48422  -2.36900
H  2.35929  -1.92332  4.34848
H  1.48167  -1.00458  5.10848
O  1.50991  -1.64982  4.33352
H  -0.69874  -0.17934  -3.18279
H  0.98892  0.07869  -2.79629
O  0.17531  -0.16789  -3.50087
H  -2.09450  -3.97210  -0.63237
O  -1.92606  -3.44937  -1.43528
H  5.39029  0.45168  0.43380
H  6.25628  0.07655  1.48594
O  6.02297  -0.24055  0.66362
H  -3.67605  -0.06250  -2.28770
H  -0.11573  -1.21338  2.73911
H  2.78459  -0.50237  -4.95715
H  4.36610  -3.00469  -1.26018
H  4.88443  -1.00719  2.62844
H  -2.01091  -2.46948  -1.24050
O  -4.09237  -0.45683  -5.35888
H  -4.00782  -1.43961  -5.22083
H  -4.00166  -0.26756  -4.55224
O  0.11081  -1.48209  -0.78103
H  -0.35980  -2.11165  -0.37958
H  0.91876  -1.46961  -0.26198
O  1.70334  -2.70879  -2.64217
H  1.14068  -1.86564  -2.69938
H  1.83994  -2.76962  -1.70372
O  -1.93319  -4.54833  1.90988
H  -1.49548  -5.47167  1.84585
H  -1.33399  -3.97726  2.40535
O  1.76919  4.97164  0.64818
H  2.20813  5.29400  1.48626
H  1.50384  5.65323  0.06600
O  3.10471  2.92371  2.15740
H  3.48902  1.87308  2.17570
H  2.73197  2.72163  1.14941
O  2.41066  0.84238  -1.54785
H  3.15316  0.91618  -2.29402
H  1.78358  1.47602  -1.85098

Löwdin population analysis, charges in e, atoms 1 to 2: H -0.06; H 0.02



Entry from OMol25: a cluster of 40 separate species, H80O40 in total at a distorted geometry (wB97M-V/def2-TZVPD).

## Properties
HOMO level (hartree): -0.3748
Frontier orbital gap (eV): 9.504

Geometry (Å):
H  -5.61787  -2.38214  1.41249
H  -4.81378  -1.31586  0.66523
O  -5.32097  -1.45929  1.47474
H  3.87909  1.45406  -4.75673
H  3.62876  0.58210  -3.50582
O  4.44854  1.02090  -4.09758
H  1.29325  -3.68544  3.11032
H  1.31734  -5.07233  3.60024
O  1.80535  -4.28771  3.77308
H  -2.25426  -2.05345  3.62211
H  -3.62692  -1.69108  2.77279
O  -2.87597  -2.16673  2.93178
H  -1.66558  1.09263  5.04065
H  -3.10657  0.66967  4.59630
O  -2.32346  1.21762  4.32383
H  3.73952  -1.03729  -1.30258
O  4.70804  -0.87351  -1.25317
H  -2.99761  6.21393  -0.74587
O  -2.79456  5.47192  -1.29321
H  0.83941  0.19854  3.55967
H  0.81220  -1.14892  2.88219
O  0.90478  -0.76791  3.71556
H  -0.01540  -3.15342  -1.39665
H  -1.32214  -3.19176  -2.18909
O  -0.74206  -2.55276  -1.67852
H  -5.70601  4.08828  -0.20690
H  -4.44023  3.32796  -0.48495
O  -5.34356  3.18782  -0.18674
H  5.48901  0.65662  0.46446
H  6.02110  2.18134  0.92404
O  5.44296  1.35451  1.18113
H  -2.75736  1.31694  -2.42831
O  -2.52580  0.39505  -2.40953
H  1.65755  -2.65031  -0.42783
H  1.42510  -1.97414  0.81944
O  2.12720  -2.54403  0.40214
H  0.50688  5.97704  -2.73247
H  -0.23244  5.32340  -3.98411
O  0.41231  5.18198  -3.24156
H  -2.71165  0.99970  2.03002
H  -1.50593  1.70151  2.51402
O  -1.76387  0.93705  1.96820
H  0.21711  -4.98082  -3.07102
H  -0.56838  -5.53838  -1.90330
O  -0.69210  -5.05755  -2.70437
H  3.60382  4.47993  3.90252
H  3.67455  2.95763  3.42795
O  3.15741  3.61439  3.84859
H  1.79151  0.22723  -0.87721
H  1.62613  -0.65504  -2.20372
O  1.37738  -0.50348  -1.32995
H  2.65200  1.55115  5.56100
O  2.26120  0.84530  6.05214
H  -2.26836  -2.01329  -0.42830
H  -3.37284  -2.58115  -1.46457
O  -3.09946  -1.81425  -0.96871
H  4.09949  5.73159  0.39233
O  3.24909  5.40014  0.67661
H  2.31237  -5.14146  -0.85565
H  1.83323  -5.40744  -2.33715
O  1.56170  -5.35636  -1.38928
H  -1.69233  3.82580  -4.52474
H  -1.84831  3.70270  -3.02491
O  -2.19452  3.42105  -3.84857
H  -5.36370  1.57967  1.59693
H  -5.97127  0.17479  2.05793
O  -6.17078  1.03686  1.73328
H  -1.48433  4.35212  1.13163
H  -2.61653  4.09332  2.00812
O  -2.49953  4.59217  1.18988
H  -0.88467  -2.92887  2.50504
H  -0.40272  -3.99953  1.34404
O  -0.20845  -3.38994  2.05006
H  4.94139  0.41203  2.60438
H  4.93234  0.38459  4.10723
O  5.03607  -0.16414  3.34234
H  4.07719  -2.33727  -2.96906
H  4.06245  -1.03244  -3.97497
O  3.56490  -1.66123  -3.37588
H  -4.77520  -4.02504  -2.64446
H  -3.28600  -3.53902  -2.82485
O  -3.94370  -3.92267  -2.23739
H  1.08819  1.53258  -0.93178
H  2.12550  1.65629  0.39362
O  1.18960  1.59301  0.04679
H  -0.77687  -3.00013  -4.08917
H  -1.48227  -1.73942  -4.20331
O  -1.73146  -2.71140  -4.30813
H  2.25815  1.72091  -5.01510
O  1.70284  1.18992  -4.47885
H  3.74414  -2.83519  -0.48073
H  5.13063  -3.14410  -0.46395
O  4.35925  -3.42385  -0.88821
H  2.50436  0.02677  5.62474
H  4.69424  -0.01509  -0.75846
H  2.65004  5.87676  0.07886
H  -2.62001  4.77320  -0.73750
H  -3.00851  -0.09463  -1.72313
H  1.08124  0.51500  -4.83296
O  -0.31983  6.64933  -1.18097
H  -1.26180  6.31014  -1.25564
H  -0.18132  5.73153  -0.86522
O  0.23631  4.14429  -0.09699
H  0.31741  3.34451  -0.60494
H  0.98289  4.37935  0.40307
O  -3.62144  -0.76977  -4.59900
H  -3.41294  0.06403  -4.04928
H  -3.68329  -1.65410  -4.27012
O  1.58960  -3.44425  -5.10094
H  1.15098  -2.78010  -5.61201
H  1.02384  -4.13247  -4.82183
O  0.13914  -3.04854  5.26368
H  1.04609  -3.21580  5.47613
H  -0.19010  -2.36293  5.87107
O  -1.58900  -0.98957  6.03753
H  -1.12688  -0.50462  6.72013
H  -1.10077  -1.28087  5.28545
O  0.05415  -0.77996  0.91764
H  -0.13742  -0.30673  0.13119
H  -0.75865  -1.13572  1.31711

Löwdin population analysis, charges in e, atoms 1 to 2: H 0.08; H 0.04



no.,E (Ha)
1,-1902.5935
2,-229.7574
3,-229.6338
4,-3057.3237
5,-3057.0857
6,-3057.3155